{"formula": "C16H58N8O19", "method": "the ωB97M-V functional and the def2-TZVPD basis", "symbols": ["C", "O", "N", "N", "H", "H", "H", "H", "C", "O", "N", "N", "H", "H", "H", "H", "C", "O", "N", "N", "H", "H", "H", "H", "C", "O", "N", "N", "H", "H", "H", "H", "C", "C", "O", "O", "H", "H", "H", "H", "H", "H", "C", "C", "O", "O", "H", "H", "H", "H", "H", "H", "C", "C", "O", "O", "H", "H", "H", "H", "H", "H", "C", "C", "O", "O", "H", "H", "H", "H", "H", "H", "C", "C", "O", "O", "H", "H", "H", "H", "H", "H", "C", "C", "O", "O", "H", "H", "H", "H", "H", "H", "O", "H", "H", "O", "H", "H", "O", "H", "H"], "positions_angstrom": [[1.52537, 2.73620, 4.00738], [0.66311, 2.06013, 3.39788], [2.22608, 3.69951, 3.45400], [1.91771, 2.45615, 5.24702], [2.15418, 3.77949, 2.44975], [3.07293, 4.06733, 3.86346], [2.65958, 2.94009, 5.73233], [1.56996, 1.62365, 5.70102], [-2.27488, -3.96048, 3.75451], [-1.45536, -4.32527, 4.53242], [-2.14712, -2.82533, 3.14543], [-3.13749, -4.75455, 3.11025], [-2.82628, -2.52440, 2.46111], [-1.63183, -2.11484, 3.64519], [-3.23504, -5.70180, 3.44687], [-3.66547, -4.48874, 2.29130], [0.06745, 0.33007, 0.15690], [0.43138, -0.40321, -0.74946], [-0.60782, -0.13063, 1.18984], [0.50800, 1.54438, 0.33000], [-1.03000, 0.45802, 1.89366], [-0.84270, -1.10322, 1.05206], [0.60915, 1.83121, 1.29312], [1.26926, 1.79780, -0.28349], [2.05425, -0.80525, -3.79874], [1.50533, -1.87393, -3.72986], [2.69810, -0.31565, -4.78715], [1.92807, 0.06868, -2.88917], [3.00465, 0.64630, -4.75906], [2.70825, -0.71644, -5.71417], [1.41874, -0.30670, -2.10192], [2.41795, 0.95009, -2.83232], [-4.13837, -0.18555, 1.31703], [-4.63000, -0.66829, 2.63860], [-3.80800, -0.32335, 3.72901], [-3.28464, -1.15757, 0.72498], [-3.41454, 0.62887, 1.28721], [-5.02333, 0.03116, 0.71871], [-4.84062, -1.72153, 2.45303], [-5.65823, -0.33040, 2.76777], [-4.16387, -0.83219, 4.46116], [-2.87514, -0.77115, -0.05256], [-4.35410, -0.08769, -2.78198], [-2.85420, 0.13946, -2.57339], [-2.26439, -1.01798, -2.03468], [-4.58158, -0.32362, -4.11851], [-4.90569, 0.78735, -2.43823], [-4.90708, -0.78775, -2.15571], [-2.82301, 0.98113, -1.88152], [-2.24900, 0.42718, -3.43308], [-1.34989, -1.13064, -2.30412], [-4.57620, 0.53765, -4.54253], [3.92397, -3.51426, -1.50569], [2.92857, -2.73041, -0.64781], [2.74744, -3.48741, 0.58390], [4.12958, -3.00781, -2.79763], [3.62183, -4.56135, -1.48556], [4.92521, -3.47655, -1.07651], [1.97278, -2.48290, -1.10964], [3.39038, -1.75499, -0.49484], [1.81288, -3.51819, 0.80130], [3.27743, -2.77987, -3.17643], [-0.59414, -3.72365, -0.19140], [-0.69572, -5.26244, -0.61118], [-1.59587, -5.79374, 0.37117], [0.16225, -3.76452, 0.93485], [-1.51963, -3.27132, 0.16491], [-0.01310, -3.12284, -0.89108], [0.22457, -5.84209, -0.68287], [-1.17028, -5.22486, -1.59173], [-2.50419, -5.55046, 0.17785], [-0.45230, -4.06768, 1.60718], [4.33012, 1.93311, 0.83784], [4.27119, 1.43150, -0.63345], [3.22831, 2.00849, -1.37125], [5.28381, 1.05576, 1.59686], [3.34657, 1.78680, 1.28428], [4.60353, 2.98574, 0.91079], [4.17160, 0.34643, -0.60471], [5.25419, 1.65784, -1.04649], [3.48180, 2.92567, -1.49822], [6.15065, 1.44765, 1.72569], [-0.55451, 2.71850, -3.23167], [0.34428, 3.93088, -2.96936], [-0.33032, 4.94062, -2.22446], [-1.60393, 3.20562, -4.04425], [-1.06314, 2.46324, -2.30203], [-0.00498, 1.83920, -3.56776], [0.77982, 4.24928, -3.91647], [1.20206, 3.70292, -2.33662], [-0.16902, 4.84300, -1.28316], [-1.83254, 4.07723, -3.71315], [-1.80591, 2.98338, 2.76109], [-2.58726, 2.67596, 3.22067], [-1.07545, 2.60102, 3.24738], [-0.60048, 4.54538, 0.89812], [-0.99210, 3.85001, 1.42665], [-0.85923, 5.35545, 1.33753], [2.08779, 4.20934, 0.59735], [2.38178, 4.21043, -0.31360], [1.13608, 4.12314, 0.54227]], "forces_ev_per_angstrom": [[-0.2, -1.8, -0.4], [0.3, 0.7, 0.5], [0.7, 1.8, -1.7], [-0.2, -1.0, 2.2], [0.1, 0.3, -0.1], [-0.3, -0.2, 0.0], [-0.2, 0.0, -0.4], [-0.1, 0.2, -0.2], [0.7, -1.8, -1.9], [1.2, -1.3, 3.4], [0.0, 4.7, -1.6], [-2.2, -2.3, 0.0], [0.2, 0.3, 0.1], [-0.1, 0.0, -0.3], [0.1, 0.2, -0.2], [0.2, 0.1, 0.4], [1.1, -1.7, 0.5], [-0.6, -0.8, -1.0], [-1.6, -1.5, 0.8], [1.2, 3.6, -0.4], [0.1, -0.3, -0.1], [-0.4, 0.1, 0.7], [0.0, 0.2, 0.1], [0.0, 0.1, 0.0], [-1.3, -0.7, -0.3], [-0.8, -3.2, -0.3], [3.5, 1.5, -6.1], [-0.9, 2.8, 4.7], [-0.1, -0.4, 0.0], [0.0, -0.3, 0.4], [0.0, 0.8, 0.7], [-0.1, -0.5, 0.2], [1.4, 0.3, -0.8], [-1.0, 0.3, -0.6], [-0.1, -0.4, -0.2], [-0.8, -1.4, 0.2], [-1.0, 1.2, 1.0], [0.1, 0.0, -0.4], [0.7, -0.7, 0.5], [-0.1, 0.7, 0.3], [0.3, 0.1, 0.4], [0.3, -0.3, -0.5], [0.2, 1.1, 0.4], [-0.2, -0.2, 1.1], [-0.2, -0.7, 0.7], [-1.0, -0.5, -1.5], [0.2, 0.8, -0.3], [1.0, -1.0, 0.0], [0.6, 0.2, 0.5], [-0.9, 0.2, -0.5], [0.3, 0.2, 0.1], [0.0, -0.1, -0.3], [0.0, -0.2, 0.3], [0.5, -0.5, 0.9], [1.1, 1.0, -1.2], [0.0, 0.3, -0.3], [-0.1, -0.2, -0.3], [-0.1, 0.0, 0.5], [0.0, -0.5, -0.4], [0.0, 0.2, 0.6], [-0.3, 0.0, 0.1], [-0.5, -0.1, -0.3], [1.1, -1.9, -1.6], [-2.5, 2.7, -0.6], [0.6, -1.0, 0.2], [1.1, 0.6, 3.0], [-0.8, -0.1, -1.3], [-0.6, 0.1, -0.4], [0.0, 0.4, 0.5], [-0.1, -0.6, -0.3], [0.2, 0.1, -0.3], [0.4, -0.2, 0.7], [0.9, -1.6, 0.3], [1.4, -0.2, 1.7], [-0.3, 0.6, -0.2], [-1.6, 0.9, -0.9], [0.1, 0.0, 0.2], [0.1, 0.0, 0.0], [-0.3, 0.1, -0.2], [0.0, -0.1, -0.5], [-0.1, 0.1, -0.2], [-0.1, 0.4, -0.3], [-0.4, 1.6, 1.5], [1.0, -1.0, 1.4], [-0.5, 0.6, -1.3], [-0.2, -0.8, -1.4], [0.5, -0.4, 0.5], [-0.3, 0.2, -0.7], [-0.5, 0.7, 0.0], [0.4, -0.8, -0.1], [-0.2, -0.3, 0.1], [0.0, 0.1, 0.2], [-0.6, 0.1, -0.2], [-0.4, 0.0, 0.0], [1.0, -0.3, 0.3], [0.5, 0.4, -0.8], [-0.6, -0.6, 0.4], [0.0, 0.2, 0.1], [0.9, 0.0, -0.1], [0.1, 0.0, -0.1], [-1.1, 0.3, 0.2]], "gap_ev": 8.50, "charge": 0}